This record from OMol25 describes a 3-piece molecular cluster, C21H35FN2O11S3 overall. The level of theory is ωB97M-V with the def2-TZVPD basis set.

As for the electronic energy: -3052.7556 Ha. As for the total charge: 0. As for the LUMO energy: -0.019 hartree. As for the multiplicity: 1. The SMILES is CCN(CC)C(=S)SCCC[C@H]1OC(=O)O[C@@]1(S)C(=O)NC(=O)F.CCOC(=O)OC.CCOC(=O)OC.

```
73
Properties=species:S:1:pos:R:3:lowdin_charge:R:1
O -2.76 0.23 -2.62 0.035
N -2.47 0.85 1.00 0.155
H -0.33 -0.19 5.64 0.079
H -2.15 -0.03 1.39 0.164
O -1.38 0.27 8.00 0.125
H 1.06 2.44 0.21 0.021
H 1.89 -0.82 -3.44 0.054
C 1.89 1.74 0.32 -0.083
H 0.34 -0.17 -3.98 0.075
C -2.08 1.89 1.85 -0.517
H 0.80 -0.17 -2.27 0.057
N 1.78 2.12 -2.18 -0.218
C -3.54 0.78 -3.63 -0.570
H 0.08 4.19 -3.42 0.073
H -2.47 -2.12 10.60 0.092
S 1.36 4.71 -1.49 0.870
C 2.86 -4.54 -2.64 -0.614
F -1.32 2.81 1.25 0.135
O -2.41 2.00 2.98 0.169
S 3.56 3.85 -3.25 0.738
H 2.40 -4.18 -5.27 0.100
O 2.40 -5.62 -2.90 0.127
H 2.61 2.16 1.01 0.073
H -2.15 4.96 -1.80 0.114
H 3.55 1.78 -1.06 0.107
H -0.32 5.75 -2.77 0.070
H -2.39 3.42 -3.61 0.143
H -1.21 3.80 -0.84 0.077
C -3.11 0.95 -1.45 -0.612
H -0.96 0.31 4.07 0.053
H -3.28 -0.04 4.85 0.118
O -2.59 -1.50 8.68 0.004
H 1.31 1.91 -4.19 0.106
H 4.36 -4.88 0.15 0.122
C -2.48 0.06 5.57 -0.211
C -1.95 -1.42 9.95 -0.040
C 1.16 -0.03 -3.29 -0.065
H -2.47 1.09 5.92 0.125
C 4.00 -5.34 -0.77 -0.211
H 5.39 -6.97 -0.67 0.080
O -3.67 0.29 -4.70 0.194
H -4.41 -0.99 -1.27 -0.092
S -4.71 0.24 -0.85 0.913
C -1.15 -0.32 4.94 -0.062
H -1.24 2.28 -2.88 0.120
H 4.73 -6.69 -2.28 0.075
C -3.27 2.35 -2.06 -0.205
C -2.03 3.00 -2.67 -0.118
O 3.65 -4.23 -1.62 0.036
C 5.08 -6.20 -1.38 -0.065
H 1.66 -2.60 -4.91 0.079
H -1.16 -1.36 4.63 0.083
O -4.11 1.92 -3.19 0.051
H -3.84 3.03 -1.43 0.169
H -2.02 -0.41 10.36 0.095
H 2.50 0.39 -1.24 0.106
O -0.87 0.93 -0.69 0.174
O -2.82 -0.82 6.65 0.040
C -2.18 -0.60 7.79 -0.616
C -1.44 4.14 -1.84 -0.218
H 2.86 1.21 -3.80 0.089
C 1.84 1.33 -3.43 -0.260
H 5.95 -5.59 -1.64 0.082
C 2.51 1.47 -1.07 -0.217
H 3.11 -5.92 -0.53 0.123
C 1.86 -3.60 -4.52 -0.037
C -2.03 0.91 -0.38 -0.349
C 2.27 3.44 -2.36 -1.124
O 2.65 -3.42 -3.35 -0.005
H 1.46 0.83 0.73 0.063
H 0.91 -4.09 -4.29 0.099
C -0.16 4.71 -2.50 -0.444
H -0.90 -1.71 9.87 0.098
```